The following is a DFT calculation (ωB97M-V with the def2-TZVPD basis set) of a 2-piece molecular cluster, C3H4F3N overall at a distorted geometry.

Each line ends with the Löwdin charge.
Positions of all 11 atoms, in Å:
C1 -0.7478 0.4485 0.0894  -0.204
C2 -0.5204 0.1685 1.4849  -0.070
C3 1.2344 -0.5173 -1.1051  -0.390
N1 -1.6476 0.8883 -0.5502  0.182
F1 0.9321 -1.8210 -1.3858  0.049
F2 1.4826 0.1365 -2.2692  0.056
F3 2.3253 -0.4309 -0.2357  0.019
H1 -1.4280 0.0053 2.1494  0.120
H2 0.2145 0.8295 1.7416  0.055
H3 -0.2277 -0.8891 1.5899  0.095
H4 -1.6175 1.1817 -1.5092  0.089

Properties
Molar mass (g mol⁻¹): 111.066
E_tot (Ha): -470.93520
Orbital gap (alpha / beta) (eV): 8.447 / 8.451
Relative energy (zero: lowest compared OMol25 entry of this formula, charge and spin) (kJ/mol): 308.2